C21H52AlBr2F7N4NaO7PS as an isolated structure at a distorted geometry. Source: OMol25; level of theory: wB97M-V/def2-TZVPD.

ORCA input file:
```
! wB97M-V def2-TZVPD RIJCOSX def2/J DEFGRID3
* xyz 0 1
C 1.338 -5.117 -0.334
O 1.856 -3.869 -0.732
C 3.080 -3.550 -0.096
C 2.932 -2.504 1.041
C 1.486 -2.162 1.410
C 0.883 -1.048 0.501
C -0.388 -1.626 -0.147
C -1.329 -0.607 -0.831
C -0.800 0.851 -0.848
C -1.907 1.870 -1.285
C -3.049 1.188 -2.007
N -3.669 0.053 -1.257
C -2.759 -0.573 -0.266
C -3.325 -1.952 0.103
C -4.822 -2.051 0.484
N -4.927 -3.261 1.323
N -5.336 -0.955 1.256
N -5.703 -2.272 -0.674
H 0.742 -5.520 -1.149
H 0.663 -4.980 0.514
H 2.106 -5.842 -0.082
H 3.625 -4.418 0.268
H 3.696 -3.064 -0.863
H 3.450 -2.881 1.921
H 3.449 -1.592 0.771
H 0.863 -3.049 1.455
H 1.521 -1.773 2.425
H 0.688 -0.209 1.149
H 1.609 -0.846 -0.276
H -0.036 -2.294 -0.928
H -0.861 -2.256 0.596
H -1.409 -0.888 -1.886
H 0.008 0.909 -1.567
H -0.466 1.180 0.123
H -1.469 2.632 -1.917
H -2.234 2.387 -0.393
H -3.830 1.935 -2.136
H -2.745 0.893 -3.003
H -3.878 -0.663 -1.944
H -4.545 0.372 -0.847
H -2.763 0.026 0.640
H -2.784 -2.273 0.984
H -3.100 -2.692 -0.665
H -4.862 -4.060 0.704
H -5.869 -3.317 1.684
H -4.906 -0.869 2.161
H -6.335 -1.055 1.330
H -5.933 -1.394 -1.125
H -5.212 -2.804 -1.377
F -3.345 4.490 2.181
P -3.239 2.924 2.673
F -4.028 3.639 4.016
F -4.191 1.585 3.078
F -2.209 2.338 3.819
F -1.822 2.897 1.816
F -3.980 2.549 1.226
Na -5.313 1.733 4.686
C 0.952 3.922 3.368
C 2.436 3.718 3.207
O 2.885 2.855 2.475
C 3.358 4.609 4.000
H 0.430 3.212 2.733
H 0.652 3.753 4.401
H 0.684 4.930 3.061
H 3.178 4.477 5.063
H 3.197 5.649 3.720
H 4.390 4.342 3.780
O 8.687 -4.405 -4.151
S 8.250 -3.058 -4.033
O 8.380 -2.336 -2.761
O 6.750 -2.949 -4.513
C 5.765 -3.803 -3.874
C 5.442 -3.355 -2.463
C 8.982 -2.081 -5.293
H 6.100 -4.841 -3.892
H 4.871 -3.743 -4.490
H 6.310 -3.461 -1.813
H 4.642 -3.950 -2.047
H 5.152 -2.304 -2.448
H 8.864 -2.590 -6.244
H 10.037 -1.977 -5.046
H 8.505 -1.104 -5.304
O 1.046 4.674 6.324
H 0.832 5.452 6.846
H 1.782 4.276 6.796
Br 2.526 4.944 0.691
Al -3.261 3.728 6.663
F -0.869 2.951 6.403
C -5.120 4.688 -3.764
C -6.361 4.056 -3.071
O -7.430 4.335 -3.811
H -5.214 5.770 -3.842
H -4.208 4.476 -3.181
H -4.968 4.283 -4.765
H -6.339 4.440 -2.018
H -6.093 2.963 -2.926
Br 10.162 -2.718 -1.484
*
```

Calculated values
E in eV: -233150.5802
HOMO-LUMO gap in eV: 0.94
LUMO level in eV: -4.617
HOMO in eV: -5.560